# C10H12N4O

A 2-piece molecular cluster, C10H12N4O overall in a non-equilibrium geometry (ωB97M-V/def2-TZVPD, OMol25).

Values from the calculation:
Energy relative to the best compared isomer or geometry (same formula, charge and spin)   736.7 kJ/mol
Spin multiplicity   1
Total charge   0
Lowest unoccupied orbital energy (alpha / beta)   -0.194 / -0.193 eV
HOMO level (alpha / beta)   -7.32 / -7.31 eV
Frontier orbital gap (alpha / beta)   7.12 / 7.12 eV
M   204.2 g/mol

```
27
C10H12N4O, DFT ωB97M-V/def2-TZVPD
C -1.261 2.353 2.414
H -1.469 2.965 3.317
C -0.584 0.816 0.132
N -0.963 -0.493 -1.987
H 2.638 -1.326 0.264
C -1.942 2.535 1.171
C -0.052 1.622 2.286
H -2.730 3.168 1.123
H 0.111 -1.698 0.645
C -1.759 -1.014 -2.733
C 1.904 -0.485 0.040
C 0.589 -1.238 -0.338
N 0.993 -2.266 -1.240
C -1.694 1.661 0.114
O -3.548 -2.134 -0.566
H 0.703 -1.929 -2.092
C -0.383 -0.173 -0.877
H 2.127 -0.053 -1.005
H 0.766 1.779 3.008
N -3.874 -1.780 -1.694
H -1.513 -0.999 -3.778
H -2.269 1.721 -0.752
C 0.365 1.021 1.121
H 2.196 0.367 1.876
H -4.286 -0.854 -1.696
N 1.612 0.479 1.061
H 0.532 -3.253 -1.104
```

# C10H12NPS

A 2-piece molecular cluster, C10H12NPS overall in a non-equilibrium geometry (ωB97M-V/def2-TZVPD, OMol25).

Values from the calculation:
SMILES   [H]/N=P/c1ccsc1.C1=CCCC=C1
Energy relative to the best compared isomer or geometry (same formula, charge and spin)   235.5 kJ/mol
Spin multiplicity   1
Total charge   0
Lowest unoccupied orbital energy   -0.211 eV
HOMO level   -8.13 eV
Frontier orbital gap   7.92 eV
M   209.3 g/mol

```
25
C10H12NPS, DFT ωB97M-V/def2-TZVPD
C 5.854 -0.552 0.019
H -3.998 -1.919 -0.271
C -2.574 -0.862 -1.640
C 5.159 0.590 -0.068
C -3.682 -0.015 0.511
C -3.796 -0.930 -0.747
H 5.775 1.526 -0.195
H 2.378 -1.279 0.457
H -0.422 0.984 0.335
H -4.675 -0.879 -1.307
C -2.528 0.658 0.794
N 3.385 3.001 -0.271
H 2.869 3.898 -0.452
H -4.650 0.161 1.149
P 2.455 1.794 -0.040
H -2.874 -0.340 -2.576
S 4.733 -1.899 0.252
H -0.361 -0.332 -1.681
C -1.285 -0.199 -1.109
C -1.360 0.494 0.007
C 3.343 -0.810 0.220
H 6.811 -0.676 0.363
C 3.713 0.452 0.112
H -2.145 -1.927 -1.834
H -2.462 1.217 1.678
```

# C10H12NS

A 2-piece molecular cluster, C10H12NS overall in a non-equilibrium geometry (ωB97M-V/def2-TZVPD, OMol25).

Values from the calculation:
Energy relative to the best compared isomer or geometry (same formula, charge and spin)   152.2 kJ/mol
Spin multiplicity   1
Total charge   +1
Lowest unoccupied orbital energy (alpha / beta)   -4.812 / -4.812 eV
HOMO level (alpha / beta)   -12.24 / -12.24 eV
Frontier orbital gap (alpha / beta)   7.43 / 7.42 eV
M   178.3 g/mol

```
24
C10H12NS, DFT ωB97M-V/def2-TZVPD
H -2.145 2.244 -0.957
C -1.144 0.586 -0.026
C 2.171 -2.039 1.044
H -0.336 -2.143 1.831
S 1.540 0.351 -0.142
H 2.249 -3.028 0.577
H 0.098 1.794 -1.142
H -4.760 -0.346 0.974
H 1.199 3.058 1.146
C -3.594 0.875 -0.127
H -4.398 1.628 -0.197
H -2.789 -1.870 1.898
H 1.923 -2.252 2.086
H 2.726 2.579 1.240
N 2.035 2.908 0.624
H 2.419 3.721 0.172
C 1.151 -1.115 0.624
H 3.147 -1.578 1.134
C -1.338 -0.584 0.830
C -2.680 -0.915 1.262
C -0.272 -1.276 1.251
C -3.755 -0.214 0.727
C -2.330 1.320 -0.395
C 0.042 1.001 -0.451
```

# C10H12NS3

An isolated ion of composition C10H12NS3 and charge -1 in a non-equilibrium geometry (ωB97M-V/def2-TZVPD, OMol25).

Values from the calculation:
Spin multiplicity   3
Total charge   -1
Lowest unoccupied orbital energy (alpha / beta)   3.085 / 1.382 eV
HOMO level (alpha / beta)   -0.98 / -2.85 eV
Frontier orbital gap (alpha / beta)   4.07 / 4.23 eV
M   242.4 g/mol
⟨S²⟩   2.038

```
26
C10H12NS3, DFT ωB97M-V/def2-TZVPD
C 1.937 -1.382 -0.508
H -5.340 -0.127 2.363
H 0.295 -1.639 0.895
H -4.352 1.231 1.891
H -3.672 -0.159 2.881
H 1.820 2.045 -0.819
N -2.476 -0.788 0.413
C -1.830 -0.943 -0.776
C -0.428 -0.607 -0.695
S -3.872 1.724 -0.828
H 0.185 -2.754 -0.397
C 2.304 0.017 -0.257
C -0.981 1.755 -0.938
S -4.087 -0.939 0.674
S -2.183 -1.801 -2.156
C -4.378 0.143 2.113
H 3.467 0.240 -0.292
H 2.225 -1.519 -1.591
C 0.526 -1.692 -0.190
H 1.783 0.931 -2.167
H -0.659 2.686 -1.113
H 2.681 -2.111 -0.070
H 1.927 0.344 0.719
C 0.007 0.671 -0.907
C -2.289 1.682 -0.800
C 1.514 1.056 -1.141
```

# C10H12O2

An isolated molecule of C10H12O2 in a non-equilibrium geometry (ωB97M-V/def2-TZVPD, OMol25).

Values from the calculation:
SMILES   C=C1[C@H]2CC[C@H](C2)C1(C=O)C=O
Energy relative to the best compared isomer or geometry (same formula, charge and spin)   254.7 kJ/mol
Spin multiplicity   1
Total charge   0
Lowest unoccupied orbital energy   0.626 eV
HOMO level   -9.50 eV
Frontier orbital gap   10.12 eV
M   164.2 g/mol

```
24
C10H12O2, DFT ωB97M-V/def2-TZVPD
H 0.854 -1.645 -1.490
H 1.314 1.583 -1.658
C 0.469 -0.933 -0.797
H 1.524 2.041 2.002
C -0.560 -0.264 -1.712
H -1.232 -2.039 -0.058
C -0.379 -1.458 0.336
O 2.543 -1.904 0.709
H -1.675 0.029 1.494
H -0.264 2.051 2.514
H -0.973 -1.223 -2.218
H 3.141 0.003 1.051
H 0.217 -2.042 1.070
C -1.487 0.453 -0.674
O 2.770 1.917 -0.365
C 1.377 -0.008 -0.054
H 0.006 0.386 -2.320
C 0.186 0.720 0.971
H -1.265 1.534 -0.838
C 0.497 1.551 1.941
C 2.471 -0.674 0.656
C -1.007 -0.070 0.674
C 1.950 1.205 -0.817
H -2.556 0.172 -0.765
```

# C10H12O3

An isolated molecule of C10H12O3 in a non-equilibrium geometry (ωB97M-V/def2-TZVPD, OMol25).

Values from the calculation:
SMILES   O[C@@]12CC=CC[C@@H]1CC=CC21OO1
Energy relative to the best compared isomer or geometry (same formula, charge and spin)   623.8 kJ/mol
Spin multiplicity   1
Total charge   0
Lowest unoccupied orbital energy   0.783 eV
HOMO level   -9.22 eV
Frontier orbital gap   10.00 eV
M   180.2 g/mol

```
25
C10H12O3, DFT ωB97M-V/def2-TZVPD
C -0.592 -1.450 1.298
C -0.379 0.150 0.712
H 0.950 2.532 0.474
C -0.031 2.147 -1.255
C -1.222 1.611 -1.180
H -1.523 -0.567 -0.905
C -1.452 0.375 -0.298
H -2.461 0.608 0.142
H -2.142 1.679 -1.662
C 0.807 -2.141 -0.541
O -0.544 -1.460 2.706
C 1.046 0.334 0.213
O -0.549 1.055 1.765
H -1.160 0.716 2.320
H 1.976 1.895 -0.842
H 1.285 -0.605 -1.848
O -1.777 -1.727 1.956
C 1.080 1.728 -0.368
C -0.007 -2.370 0.426
H 2.642 -0.768 -0.784
H 1.232 -2.927 -1.258
H -0.512 -3.294 0.479
H 0.201 3.013 -1.946
H 1.667 0.252 1.145
C 1.463 -0.787 -0.748
```

# C10H13BF2N2O

An isolated molecule of C10H13BF2N2O in a non-equilibrium geometry (ωB97M-V/def2-TZVPD, OMol25).

Values from the calculation:
SMILES   C[C@H](N)C(=O)N[C@@H](B(F)F)c1ccccc1
Energy relative to the best compared isomer or geometry (same formula, charge and spin)   122.0 kJ/mol
Spin multiplicity   1
Total charge   0
Lowest unoccupied orbital energy   0.170 eV
HOMO level   -9.14 eV
Frontier orbital gap   9.31 eV
M   226.0 g/mol

```
29
C10H13BF2N2O, DFT ωB97M-V/def2-TZVPD
H -0.361 -1.055 -1.681
C -0.506 -0.545 -0.757
C -2.010 2.684 -2.019
C -1.177 1.602 -1.957
H 4.055 -2.350 0.414
N 0.726 -0.071 -0.193
H -0.357 1.522 -2.612
H -1.735 3.523 -2.647
H -3.536 3.803 -1.032
C -1.468 0.616 -1.008
C -3.087 2.806 -1.159
F -2.278 -2.111 0.077
H 4.446 -1.778 2.030
H -3.037 -0.166 0.251
C 1.807 -0.957 -0.060
N 1.757 -1.331 2.284
B -1.108 -1.581 0.291
C -3.443 1.782 -0.278
H 4.707 -0.786 0.622
H 0.803 -1.129 1.952
C -2.680 0.648 -0.313
F -0.874 -1.165 1.544
H 2.678 0.242 1.484
O 1.938 -1.834 -0.880
C 4.060 -1.491 1.080
H -4.321 1.811 0.382
H 1.854 -2.343 2.357
C 2.633 -0.831 1.220
H 0.515 0.485 0.611
```

# C10H13BO3

C10H13BO3 as an isolated structure in a non-equilibrium geometry (ωB97M-V/def2-TZVPD, OMol25).

Values from the calculation:
Energy relative to the best compared isomer or geometry (same formula, charge and spin)   19.4 kJ/mol
Spin multiplicity   1
Total charge   0
Lowest unoccupied orbital energy   0.728 eV
HOMO level   -8.69 eV
Frontier orbital gap   9.42 eV
M   192.0 g/mol

```
27
C10H13BO3, DFT ωB97M-V/def2-TZVPD
H 3.291 -1.967 0.803
O -0.259 -0.872 -1.289
H -0.313 0.021 -3.884
O -0.213 -1.565 1.090
H -1.866 1.842 -4.604
H -3.100 3.150 -2.935
C 1.329 -1.210 2.840
C -2.571 2.265 -2.629
H 1.844 -1.322 0.067
H 3.324 -0.339 -0.003
C 2.711 -1.043 0.619
H -3.121 2.417 -0.535
O -1.568 0.356 0.347
C -0.101 -1.129 2.420
H 1.474 -0.908 3.913
C -1.740 0.845 -0.904
C -0.994 0.537 -3.194
H 1.647 -2.259 2.801
C -2.552 1.928 -1.299
B -0.650 -0.690 0.054
H -0.715 -1.750 3.085
H 1.898 0.616 1.735
C -0.968 0.134 -1.870
H 3.213 -0.181 2.506
C 2.289 -0.369 1.954
C -1.802 1.589 -3.566
H -0.489 -0.095 2.478
```